[1]
A cluster of 3 separate species, C26H41BrNO9P in total at a distorted geometry, computed with ωB97M-V/def2-TZVPD.

* HOMO-LUMO gap: 0.285 Ha
* HOMO: -0.33687 Ha

Geometry (Å):
C (1.80136, -2.51336, 1.36889)
C (1.65558, -1.92014, -0.03921)
C (1.93348, -0.39868, -0.07717)
C (0.83746, 0.42734, -0.79213)
C (0.06992, 1.39179, 0.13369)
C (-1.38678, 0.97242, 0.37416)
C (-2.16278, 0.94013, -0.96084)
C (-3.61945, 1.40357, -0.83907)
C (-4.60684, 0.33545, -0.43790)
C (-5.33672, 0.53465, 0.74355)
C (-6.28513, -0.36802, 1.21190)
P (-7.27280, -0.05639, 2.70095)
O (-6.14283, 0.70726, 3.60152)
Br (-7.40728, -2.09753, 3.65881)
C (-6.53039, -1.53543, 0.48584)
C (-5.82360, -1.76261, -0.68886)
C (-4.87776, -0.84106, -1.16186)
C (-4.21618, -1.13044, -2.45899)
O (-3.69518, -0.30914, -3.16405)
C (-4.25964, -2.54716, -2.92554)
O (-3.36684, -2.90753, -3.89171)
N (-4.07779, -3.28682, -5.11556)
O (-3.56269, -4.18210, -5.62205)
C (-5.14605, -3.42548, -2.46303)
C (-6.11108, -3.02684, -1.43055)
O (-7.07238, -3.70454, -1.17561)
H (2.81360, -2.86416, 1.55757)
H (1.13082, -3.35750, 1.51712)
H (1.58164, -1.77056, 2.13212)
H (2.38611, -2.41830, -0.67266)
H (0.66482, -2.12157, -0.43731)
H (2.10502, -0.01723, 0.92631)
H (2.86349, -0.25128, -0.62297)
H (1.34652, 1.03849, -1.53543)
H (0.18400, -0.24480, -1.34092)
H (0.59114, 1.45861, 1.08633)
H (0.04528, 2.36877, -0.34907)
H (-1.33363, -0.05488, 0.73975)
H (-1.85238, 1.62786, 1.10602)
H (-2.05682, -0.04171, -1.39994)
H (-1.66367, 1.62631, -1.64613)
H (-3.95126, 1.83610, -1.78029)
H (-3.65072, 2.17831, -0.07734)
H (-5.15054, 1.42947, 1.32247)
H (-6.62266, 1.14135, 4.31692)
H (-7.26969, -2.25487, 0.80094)
H (-5.17930, -4.43409, -2.84312)
C (2.10645, 4.47257, -1.68480)
O (1.02781, 3.98646, -2.46428)
C (0.06078, 4.98248, -2.76019)
C (0.21362, 5.51544, -4.16746)
O (1.43068, 6.22521, -4.33318)
C (2.43962, 5.46758, -4.97695)
H (2.89516, 3.72173, -1.70864)
H (2.50029, 5.41136, -2.08023)
H (1.79338, 4.61794, -0.64484)
H (0.11304, 5.79980, -2.03462)
H (-0.92454, 4.51284, -2.66990)
H (-0.60066, 6.21923, -4.36610)
H (0.14004, 4.69956, -4.89276)
H (2.22885, 5.38078, -6.04825)
H (2.53491, 4.46907, -4.54446)
H (3.38178, 5.99801, -4.84868)
C (7.87081, -2.13867, 3.88001)
O (7.36533, -2.55723, 5.13480)
C (6.10800, -1.98315, 5.45462)
C (4.96875, -2.94675, 5.20610)
O (4.81794, -3.24110, 3.82610)
C (5.37576, -4.49006, 3.45805)
H (8.69908, -2.79676, 3.62219)
H (7.11242, -2.20233, 3.09631)
H (8.24556, -1.11111, 3.94053)
H (5.95137, -1.05729, 4.89286)
H (6.12890, -1.73280, 6.51997)
H (4.03660, -2.48034, 5.54026)
H (5.11285, -3.86501, 5.78324)
H (4.73899, -5.31114, 3.80478)
H (6.38343, -4.61801, 3.85950)
H (5.42360, -4.52193, 2.37049)



[2]
A cluster of 2 separate species, H5N3O2P in total at a distorted geometry, computed with ωB97M-V/def2-TZVPD.

* total charge: -1
* HOMO-LUMO gap (alpha / beta): 0.277 / 0.258 Ha
* HOMO (alpha / beta): -0.13511 / -0.10353 Ha

Geometry (Å):
N (2.34497, -1.60551, 0.65576)
N (-1.52940, 0.99664, 0.23522)
N (1.31962, -1.57218, -0.15952)
O (-0.22070, -0.91994, -2.17559)
O (2.12505, 0.08062, -2.13838)
P (0.93728, -0.40662, -1.38735)
H (3.17974, -1.39770, 0.10014)
H (-1.35859, 0.18210, -0.35132)
H (-1.74386, 1.75018, -0.41305)
H (-0.62563, 1.22663, 0.64419)
H (0.44446, -1.76505, 0.33498)



[3]
An isolated molecule of C4H9N at a distorted geometry, computed with ωB97M-V/def2-TZVPD.

* HOMO-LUMO gap: 0.329 Ha
* HOMO: -0.29019 Ha

Geometry (Å):
C (0.99728, -0.37823, 1.09336)
C (0.20810, -0.36581, -0.16251)
C (0.27504, -1.58102, -1.03424)
C (-0.63718, 0.62672, -0.44351)
N (-0.94510, 1.69579, 0.43476)
H (1.40184, 0.61567, 1.21714)
H (0.33062, -0.41710, 1.98486)
H (1.65264, -1.31735, 1.35659)
H (1.00179, -1.39607, -1.84511)
H (0.70826, -2.44237, -0.48331)
H (-0.71275, -2.06814, -1.20234)
H (-1.15670, 0.62637, -1.39437)
H (-1.40996, 2.41530, -0.08822)
H (-0.05853, 2.08155, 0.82677)



[4]
An isolated molecule of C2H7PS2 at a distorted geometry, computed with ωB97M-V/def2-TZVPD.

* HOMO-LUMO gap (alpha / beta): 0.228 / 0.214 Ha
* multiplicity: 3
* HOMO (alpha / beta): -0.19909 / -0.31035 Ha

Geometry (Å):
C (1.65240, 0.49995, 1.84879)
C (-0.61798, 0.46234, -1.82356)
P (-0.05244, -1.82033, -0.02096)
S (2.03056, -0.66749, 0.48562)
S (-0.06883, -1.30981, -2.02934)
H (2.61863, 1.00218, 1.98366)
H (1.33451, -0.03112, 2.72026)
H (0.80442, 1.14498, 1.56669)
H (-0.34954, 0.95120, -0.86110)
H (-1.64546, 0.47275, -1.78755)
H (-0.39488, 1.13743, -2.66316)
H (0.57431, -3.04554, -0.10517)



[5]
A structure of composition C15H21ClF5O2OsP2 at a distorted geometry, computed with ωB97M-V/def2-TZVPD.

* total charge: +3
* HOMO-LUMO gap (alpha / beta): 0.246 / 0.131 Ha
* multiplicity: 5
* HOMO (alpha / beta): -0.63302 / -0.68098 Ha

Geometry (Å):
C (0.77748, -6.43126, -1.59372)
C (0.99827, -4.99121, -1.28758)
H (0.58271, -6.95646, -0.65650)
H (1.65652, -6.86529, -2.07378)
H (-0.07535, -6.55574, -2.26305)
O (0.98543, -4.48826, -0.17694)
Cl (1.29541, -3.97690, -2.72348)
Os (-0.11165, 0.42982, 0.19792)
P (2.08776, -0.06144, 0.33649)
C (2.84014, 0.19016, 2.01463)
C (2.92133, -1.65842, -0.05845)
H (4.01429, -1.53984, 0.01021)
H (4.07576, 0.91150, -0.63928)
H (2.66016, -1.99027, -1.06922)
H (2.75087, 0.76799, -1.84859)
H (2.51810, -0.61421, 2.69707)
H (2.60212, -2.43238, 0.64823)
C (2.99750, 1.04659, -0.81317)
H (3.93885, 0.19077, 1.92161)
H (2.69679, 2.08459, -0.61922)
H (2.50423, 1.14994, 2.42590)
P (-2.18369, -0.24588, -0.38657)
C (-3.46926, -0.08688, 0.94351)
C (-2.75957, 0.78762, -1.79305)
H (-2.09599, -2.20171, -1.87355)
H (-3.76501, -1.88635, -1.31454)
H (-2.58745, -2.65731, -0.21643)
C (-2.70483, -1.90818, -1.00971)
H (-2.16210, 0.54630, -2.68488)
H (-3.81853, 0.55499, -1.98148)
H (-4.47093, -0.17636, 0.49128)
H (-3.36967, 0.89133, 1.42896)
H (-2.63260, 1.84535, -1.52904)
H (-3.32657, -0.87072, 1.70633)
C (-0.41581, 0.34778, 2.01173)
O (-0.61057, 0.23011, 3.18170)
F (-2.70031, 2.63104, 0.53240)
C (-1.48671, 3.25439, 0.42864)
C (-0.26520, 2.54929, 0.45214)
C (0.82948, 3.35396, 0.82636)
F (1.98522, 2.83183, 1.33856)
C (0.77916, 4.73145, 0.94255)
F (1.90753, 5.38164, 1.29215)
C (-0.44296, 5.37775, 0.78215)
F (-0.53543, 6.70240, 0.98095)
C (-1.59174, 4.62933, 0.53644)
F (-2.82319, 5.17714, 0.48435)



[6]
A cluster of 35 separate species, H70O35 in total at a distorted geometry, computed with ωB97M-V/def2-TZVPD.

* HOMO-LUMO gap: 0.386 Ha
* HOMO: -0.38540 Ha

Geometry (Å):
O (2.05044, 2.88387, -0.54011)
H (2.14130, 1.90917, -0.62074)
H (1.11882, 2.88652, -0.26262)
O (1.45052, -2.24739, -1.63613)
H (1.77312, -1.70006, -0.90924)
H (0.51314, -2.45456, -1.45932)
O (-1.18021, -6.03014, 1.42204)
H (-0.86765, -5.63737, 2.27165)
H (-0.62833, -5.57854, 0.78690)
O (-3.63173, 1.58284, -3.25521)
H (-4.48556, 1.50375, -3.62865)
H (-3.03226, 1.01876, -3.72587)
O (5.36501, 1.76390, -2.11357)
H (5.98530, 2.15501, -1.53058)
H (4.63215, 2.40509, -2.30871)
O (-1.51641, -0.03190, -3.84017)
H (-1.77748, -0.76245, -3.29109)
H (-0.72996, 0.36533, -3.42140)
O (-1.24415, -2.31683, -1.71044)
H (-1.61780, -3.22262, -1.61802)
H (-1.49960, -2.01246, -0.83702)
O (-0.75013, 3.22012, 0.19898)
H (-1.03083, 4.13852, 0.37257)
H (-0.86652, 3.26253, -0.81217)
O (-2.98188, 2.99065, 2.26503)
H (-3.14049, 2.33403, 2.99659)
H (-1.98782, 3.21565, 2.30962)
O (0.73605, 0.86645, -2.14004)
H (1.20854, 0.22847, -2.69129)
H (0.32756, 0.32307, -1.44440)
O (-3.22402, 1.60876, -0.39810)
H (-2.65953, 2.25444, 0.04387)
H (-3.36619, 1.87465, -1.30342)
O (-5.31222, 4.06453, -0.17405)
H (-4.77073, 3.30526, -0.11656)
H (-5.70666, 4.22370, 0.67040)
O (-0.76142, -1.70826, 3.30975)
H (-0.26214, -2.52026, 3.48627)
H (-1.43048, -1.94478, 2.58403)
O (-2.68168, 5.32981, 0.39893)
H (-3.06412, 4.70486, 1.04257)
H (-3.31289, 5.42414, -0.29983)
O (-4.10920, -0.09870, 1.70529)
H (-4.03624, 0.83823, 1.37156)
H (-3.94500, -0.00554, 2.66781)
O (-0.66032, 0.99315, 3.29961)
H (-0.00540, 1.44759, 3.82872)
H (-0.44095, 0.05508, 3.43238)
O (-0.60594, 3.37398, -2.56785)
H (0.03212, 4.05113, -2.80275)
H (-0.11438, 2.54140, -2.72830)
O (3.25743, 3.10403, 1.98818)
H (2.90266, 3.23374, 1.11480)
H (3.58830, 3.95978, 2.30243)
O (1.13750, -4.69594, -0.05140)
H (1.69427, -4.08219, -0.62223)
H (1.24455, -5.50100, -0.47784)
O (-3.16616, 0.99806, 4.29862)
H (-2.16780, 0.86837, 4.12264)
H (-3.40406, 0.88538, 5.25024)
O (-2.11213, -4.83732, -1.61783)
H (-2.72554, -4.70777, -0.90741)
H (-2.55047, -4.81906, -2.47651)
O (5.03192, 0.72137, 1.64371)
H (5.72014, 0.62243, 2.30212)
H (4.65502, 1.61570, 1.77865)
O (-3.55518, -4.59435, 0.99350)
H (-2.89372, -5.18612, 1.36908)
H (-4.42312, -4.86222, 1.25884)
O (2.67146, -0.47662, -3.68990)
H (2.33034, -1.35495, -3.45140)
H (3.60480, -0.64652, -3.90023)
O (-2.17874, -1.90684, 1.02644)
H (-2.78278, -1.13350, 1.12398)
H (-2.71932, -2.71570, 0.91682)
O (2.77276, -3.26155, 2.66395)
H (2.51490, -3.69074, 1.85134)
H (2.46065, -2.30605, 2.56026)
O (-4.80809, -1.28698, -0.46032)
H (-5.09025, -0.98122, 0.42816)
H (-4.19010, -0.59964, -0.77725)
O (2.42468, 1.51404, -5.64520)
H (2.35022, 0.58258, -5.25350)
H (1.96542, 1.46958, -6.49940)
O (0.45027, -4.53564, 3.77205)
H (0.70321, -5.01854, 4.57854)
H (1.35369, -4.24873, 3.50138)
O (-0.05894, 0.09376, 0.52537)
H (-0.35983, -0.77729, 0.88115)
H (-0.30358, 0.76282, 1.13428)
O (3.44493, 0.01869, -0.35547)
H (3.60405, -0.33118, -1.24821)
H (4.30599, 0.18475, 0.06537)
O (5.43664, -0.41112, -3.78057)
H (5.51788, 0.37834, -3.22969)
H (5.91386, -0.12289, -4.55123)
O (3.25290, 3.12682, -3.26018)
H (3.20049, 2.27325, -3.79370)
H (2.67319, 2.94930, -2.50276)
O (1.84392, 1.41040, 4.54147)
H (1.92006, 0.44629, 4.25488)
H (2.46874, 1.77365, 3.87089)
O (2.42918, -0.48937, 2.38182)
H (1.63019, -0.21347, 1.94557)
H (3.11785, -0.07114, 1.82876)



[7]
A cluster of 2 separate species, C6H18N3 in total at a distorted geometry, computed with ωB97M-V/def2-TZVPD.

* total charge: +1
* HOMO-LUMO gap: 0.383 Ha
* HOMO: -0.50456 Ha

Geometry (Å):
C (-0.50669, -3.14976, 1.14958)
C (-1.85178, -2.48788, 1.57518)
C (0.76130, -1.21793, -0.01761)
N (0.55384, -2.11434, 1.03566)
N (-0.13615, -0.88702, -1.00819)
N (1.96458, -0.60345, 0.21066)
H (-0.15633, -3.83315, 1.91365)
H (-0.72362, -3.75864, 0.29097)
H (-2.15462, -2.93061, 2.52257)
H (-2.64668, -2.83014, 0.76393)
H (1.11347, -2.23260, 1.81880)
H (-1.08421, -1.33224, -1.02262)
H (-0.25576, 0.09600, -1.33473)
H (2.74309, -1.04497, 0.59338)
H (1.98906, 0.34751, -0.32725)
H (-2.00966, -1.29768, 1.50151)
C (-0.10624, 2.72072, -0.64398)
C (0.26861, 3.07198, -2.11877)
C (-0.58059, 4.00680, -0.01222)
H (-0.92859, 1.99893, -0.63319)
H (0.78891, 2.22730, -0.25629)
H (1.39544, 3.25314, -2.20817)
H (0.20813, 4.69069, 0.32537)
H (-1.19251, 4.67617, -0.75648)
H (-0.34490, 3.76287, -2.47640)
H (0.07988, 2.04370, -2.67698)
H (-1.40469, 3.73384, 0.70197)



[8]
A cluster of 3 separate species, C25H37F2N2O9PS in total at a distorted geometry, computed with ωB97M-V/def2-TZVPD.

* HOMO-LUMO gap: 0.360 Ha
* HOMO: -0.34856 Ha

Geometry (Å):
C (2.28744, -1.01790, 3.54832)
C (1.98068, -2.02671, 2.42525)
C (1.39673, -1.37050, 1.15426)
C (2.06107, -1.62686, -0.20932)
C (1.44399, -0.60183, -1.17600)
C (-0.06600, -0.76717, -1.45575)
C (-0.90230, 0.45792, -1.16294)
O (-1.02163, 0.73104, 0.23974)
C (-0.57090, 1.93874, 0.64239)
C (0.00542, 1.94577, 2.02156)
O (-0.66146, 2.91287, -0.03896)
O (3.46373, -1.22835, -0.09812)
S (4.46232, -2.44295, 0.09218)
O (4.93576, -2.49089, 1.43110)
O (5.41575, -2.47964, -0.95405)
O (3.37271, -3.57999, -0.11721)
C (2.15534, -3.07833, -0.75285)
C (1.00659, -4.06721, -0.54739)
C (0.59555, -4.51226, 0.84714)
O (1.72302, -5.04721, 1.50857)
C (-0.50960, -5.58567, 0.72557)
N (-1.84782, -5.07695, 0.43588)
P (2.51907, -3.20424, -2.62434)
N (1.26417, -3.12435, -3.53814)
O (3.38317, -4.53266, -2.73675)
O (3.59596, -2.13007, -3.07830)
H (3.28799, -1.16039, 3.95269)
H (2.20862, 0.01547, 3.21065)
H (1.59143, -1.12887, 4.38000)
H (1.22925, -2.70963, 2.82159)
H (2.85108, -2.63502, 2.23468)
H (0.33077, -1.58569, 1.10826)
H (1.47818, -0.29321, 1.28405)
H (1.60624, 0.37893, -0.72648)
H (1.98537, -0.59955, -2.11425)
H (-0.46442, -1.63518, -0.92822)
H (-0.19316, -0.95020, -2.52294)
H (-0.50892, 1.30972, -1.70913)
H (-1.90945, 0.27461, -1.54158)
H (-0.39126, 1.11597, 2.60384)
H (1.09048, 1.89292, 1.97964)
H (-0.31894, 2.85833, 2.50951)
H (1.28272, -4.98969, -1.06717)
H (0.12722, -3.68626, -1.06084)
H (0.12508, -3.69934, 1.41077)
H (1.43162, -5.38612, 2.36308)
H (-0.23663, -6.29346, -0.05691)
H (-0.56865, -6.08598, 1.69365)
H (-1.87702, -4.59180, -0.45362)
H (-2.12365, -4.39767, 1.13665)
H (0.39758, -2.97968, -3.04204)
H (3.21124, -5.15681, -2.02073)
H (3.13884, -1.53432, -3.69031)
F (-0.81627, 1.39088, -4.03484)
C (-1.90016, 2.08405, -4.45731)
C (-2.34272, 1.90479, -5.75078)
C (-3.45706, 2.61710, -6.17014)
C (-4.09788, 3.49079, -5.30233)
C (-3.62615, 3.65251, -4.00662)
C (-2.51715, 2.94221, -3.56988)
H (-1.82288, 1.22249, -6.40963)
H (-3.82460, 2.48785, -7.17913)
H (-4.96406, 4.04566, -5.63640)
H (-4.12090, 4.33614, -3.33007)
H (-2.13306, 3.04993, -2.56255)
F (-1.10060, 3.54945, 4.54574)
C (-1.58052, 4.80132, 4.36016)
C (-2.92978, 5.02822, 4.53486)
C (-3.41397, 6.31387, 4.34273)
C (-2.55345, 7.33950, 3.97609)
C (-1.20093, 7.08086, 3.80367)
C (-0.70179, 5.80137, 3.99968)
H (-3.58166, 4.21186, 4.81463)
H (-4.46803, 6.51360, 4.48019)
H (-2.93718, 8.33915, 3.82458)
H (-0.52881, 7.87712, 3.51408)
H (0.34924, 5.57760, 3.87661)



no.,E_tot (eV)
1,-126871.0177
2,-17936.2234
3,-5782.8353
4,-33143.1792
5,-67110.5713
6,-72806.3376
7,-10976.2234
8,-73492.3452